Run 1
{
  "formula": "C2H2OS2",
  "method": "the ωB97M-V functional and the def2-TZVPD basis",
  "spin_multiplicity": 1,
  "orbital_gap_ev": 7.06,
  "smiles": "OC(=S)C=S",
  "e_lumo_ev": -2.21,
  "mol_weight_g_mol": 106.2,
  "total_charge": 0,
  "species": ["O", "C", "S", "C", "S", "H", "H"],
  "positions_angstrom": [[-0.127, 1.401, 0.032], [-0.550, 0.250, 0.085], [-2.109, -0.300, -0.069], [0.560, -0.760, 0.244], [2.118, -0.186, -0.088], [0.762, 1.420, 0.172], [0.046, -1.796, 0.116]]
}

=====

Run 2
{
  "formula": "C2H2OS2",
  "method": "the ωB97M-V functional and the def2-TZVPD basis",
  "spin_multiplicity": 1,
  "orbital_gap_ev": 7.95,
  "smiles": "O=CC(=S)S",
  "e_lumo_ev": -1.48,
  "mol_weight_g_mol": 106.2,
  "total_charge": 0,
  "species": ["O", "C", "C", "S", "S", "H", "H"],
  "positions_angstrom": [[-1.611, 0.158, 1.216], [-0.832, 0.624, 0.441], [0.104, -0.093, -0.461], [0.560, 0.636, -1.815], [0.899, -1.270, 0.604], [-0.889, 1.764, 0.251], [1.769, -1.819, -0.236]]
}

=====

The structure with the most favorable energy is run 2; the runner-up is 54.2 kJ/mol above it.

=====

Run 1
{
  "formula": "C2H2OS2",
  "method": "the ωB97M-V functional and the def2-TZVPD basis",
  "spin_multiplicity": 1,
  "orbital_gap_ev": 8.39,
  "smiles": "O=C=S.C=S",
  "e_lumo_ev": -0.43,
  "mol_weight_g_mol": 106.2,
  "total_charge": 0,
  "species": ["O", "C", "S", "C", "S", "H", "H"],
  "positions_angstrom": [[-1.698, -0.119, -0.509], [-1.642, -0.973, 0.242], [-1.587, -2.000, 1.414], [1.279, 0.854, -0.376], [0.933, 0.084, 0.978], [0.505, 0.840, -1.251], [2.210, 1.313, -0.498]]
}

=====

Run 2
{
  "formula": "C2H2OS2",
  "method": "the ωB97M-V functional and the def2-TZVPD basis",
  "spin_multiplicity": 1,
  "orbital_gap_ev": 8.40,
  "smiles": "O=CC(=S)S",
  "e_lumo_ev": -0.78,
  "mol_weight_g_mol": 106.2,
  "total_charge": 0,
  "species": ["O", "C", "C", "S", "S", "H", "H"],
  "positions_angstrom": [[-1.795, 0.318, 1.166], [-0.734, 0.712, 0.725], [0.307, -0.284, 0.044], [1.487, -0.891, 0.998], [0.118, -0.367, -1.710], [-0.440, 1.686, 0.792], [1.058, -1.174, -2.015]]
}

=====

The structure with the most favorable energy is run 1; the runner-up is 48.6 kJ/mol above it.

=====

Run 1
{
  "formula": "C8H16O2",
  "method": "the ωB97M-V functional and the def2-TZVPD basis",
  "spin_multiplicity": 1,
  "orbital_gap_ev": 10.65,
  "smiles": "C1CCOC1.C1CCOC1",
  "e_lumo_ev": 1.03,
  "mol_weight_g_mol": 144.2,
  "total_charge": 0,
  "species": ["C", "C", "C", "O", "C", "H", "H", "H", "H", "H", "H", "H", "H", "C", "C", "C", "O", "C", "H", "H", "H", "H", "H", "H", "H", "H"],
  "positions_angstrom": [[-3.197, -1.138, -3.680], [-3.609, -1.064, -5.187], [-2.296, -0.899, -5.950], [-1.267, -1.214, -5.001], [-1.653, -1.093, -3.587], [-3.573, -2.023, -3.130], [-3.508, -0.236, -3.119], [-4.418, -0.310, -5.241], [-4.023, -2.027, -5.541], [-2.186, 0.103, -6.407], [-2.386, -1.636, -6.771], [-1.286, -1.929, -2.961], [-1.228, -0.155, -3.178], [1.654, 1.178, 4.489], [2.780, 1.986, 4.820], [4.024, 1.247, 4.477], [3.535, -0.086, 4.278], [2.171, -0.200, 4.618], [1.473, 1.418, 3.424], [0.703, 1.329, 5.035], [2.736, 2.159, 5.912], [2.722, 2.972, 4.321], [4.840, 1.422, 5.204], [4.384, 1.574, 3.482], [1.589, -0.920, 4.012], [2.020, -0.458, 5.684]]
}

=====

Run 2
{
  "formula": "C8H16O2",
  "method": "the ωB97M-V functional and the def2-TZVPD basis",
  "spin_multiplicity": 1,
  "orbital_gap_ev": 10.19,
  "smiles": "C=C(C)C[C@H](O)C(C)(C)O",
  "e_lumo_ev": 0.83,
  "mol_weight_g_mol": 144.2,
  "total_charge": 0,
  "species": ["C", "C", "C", "C", "C", "O", "C", "C", "C", "O", "H", "H", "H", "H", "H", "H", "H", "H", "H", "H", "H", "H", "H", "H", "H", "H"],
  "positions_angstrom": [[0.779, -1.944, 0.948], [1.323, -0.706, 0.971], [2.741, -0.493, 0.529], [0.583, 0.531, 1.377], [-0.834, 0.635, 0.771], [-1.737, -0.187, 1.462], [-1.047, 0.301, -0.825], [0.072, 0.871, -1.694], [-2.392, 0.918, -1.217], [-1.159, -1.084, -0.951], [-0.131, -2.153, 1.497], [1.412, -2.808, 0.787], [2.810, 0.242, -0.287], [3.203, -1.415, 0.193], [3.316, -0.093, 1.373], [0.455, 0.536, 2.469], [1.142, 1.412, 1.097], [-1.156, 1.677, 0.895], [-1.954, -0.920, 0.856], [-0.213, 0.780, -2.743], [0.998, 0.323, -1.552], [0.240, 1.920, -1.475], [-2.296, 1.998, -1.355], [-2.726, 0.466, -2.152], [-3.141, 0.729, -0.450], [-0.288, -1.539, -0.524]]
}

=====

Run 3
{
  "formula": "C8H16O2",
  "method": "the ωB97M-V functional and the def2-TZVPD basis",
  "spin_multiplicity": 1,
  "orbital_gap_ev": 8.63,
  "e_lumo_ev": 0.71,
  "mol_weight_g_mol": 144.2,
  "total_charge": 0,
  "species": ["C", "C", "C", "C", "C", "O", "O", "H", "H", "H", "H", "H", "H", "H", "H", "H", "H", "C", "C", "C", "H", "H", "H", "H", "H", "H"],
  "positions_angstrom": [[-0.629, -0.991, -0.717], [-0.211, -1.590, -2.045], [-0.809, -2.058, 0.345], [0.949, 1.264, -1.244], [0.958, 0.063, -0.329], [-1.812, -0.225, -0.804], [1.944, -0.641, -0.138], [-2.067, -0.073, -1.723], [0.777, -2.045, -1.968], [-0.182, -0.834, -2.835], [-0.933, -2.351, -2.360], [-1.239, -1.638, 1.257], [-1.488, -2.842, -0.005], [0.156, -2.504, 0.592], [1.282, 0.957, -2.236], [-0.038, 1.720, -1.311], [1.668, 1.997, -0.874], [-0.533, 2.154, 1.533], [0.335, 0.937, 1.516], [1.171, 0.527, 2.458], [-0.088, 0.051, 0.595], [-0.056, 2.982, 1.000], [-0.732, 2.481, 2.557], [-1.489, 1.956, 1.043], [1.758, -0.374, 2.310], [1.309, 1.078, 3.383]]
}

=====

The structure with the most favorable energy is run 2; the runner-up is 128.2 kJ/mol above it.